C32H48BrInN9O2SSi2Te | ωB97M-V/def2-TZVPD

Electronic energy = -160572.206 eV

The geometry in ORCA input format:
```
! RIJCOSX wB97M-V def2-TZVPD def2/J DEFGRID3
* xyz -1 1
Te 1.26684 -2.31516 -2.69662
In -0.48617 0.05037 -0.53458
Br -1.81698 5.66357 2.97188
S 0.32992 -0.89588 2.16750
Si 1.63709 -1.54805 -5.94936
Si 0.72190 -5.42842 -1.70199
O -0.76901 4.49875 0.28228
O -0.35488 2.29006 0.48051
N 1.76514 3.62357 -1.86914
N 4.14007 1.83259 -1.69809
N -2.93029 -1.38970 -1.14587
N -2.34246 -0.33249 1.34104
N -2.13206 0.18692 2.55602
N -0.46159 0.73109 4.05877
N 1.71296 -0.31580 2.81989
N 2.83564 0.07714 -1.93329
N 0.57933 1.93637 -2.64453
C -0.01372 -2.37217 -6.26419
C 0.37003 4.74976 4.46924
C 1.33517 2.94294 2.61353
C -3.56592 -0.40095 0.95774
C -0.25869 4.60368 3.23828
C -0.16963 3.08485 -2.69145
C -0.87284 0.07986 2.95530
C 0.04207 -4.66629 -0.13639
C 4.12371 -0.34067 -1.68816
C -5.22930 -0.83726 -0.82834
C -3.23848 -1.83231 -2.36492
C -0.10362 -7.08961 -1.99677
C 3.18632 -1.48690 4.37935
C -4.52313 -1.83999 -2.87869
C 4.05258 -0.51687 2.25073
C -3.90652 -0.89507 -0.37130
C 2.73372 -1.74752 -7.46569
C 0.53923 4.13606 -2.20234
C 1.98692 3.09587 3.82703
C -5.53781 -1.31972 -2.08241
C 2.48714 -2.33104 -4.48237
C 2.66449 -2.57872 2.19627
C 0.41683 -4.27350 -3.14261
C 0.20790 3.69643 2.28667
C 1.38728 0.27077 -5.64832
C 2.85517 -1.22731 2.89922
C 2.56804 -5.69945 -1.51450
C 1.50253 4.00100 4.75961
C 1.73753 2.28306 -2.14149
C 4.94814 0.72995 -1.53691
C -0.38584 3.49097 0.88715
C 2.87202 1.39076 -1.93314
H -6.55608 -1.28768 -2.44997
H 0.78546 0.73121 -6.43826
H 3.07552 -4.73105 -1.51593
H -1.19684 3.07445 -3.02049
H 2.30549 -1.22868 -8.33017
H 1.82521 -3.12913 2.63048
H 2.87312 -2.79923 -7.73923
H 2.45572 4.11410 -1.33105
H -5.98966 -0.40329 -0.19074
H 4.07534 -2.12240 4.49839
H 4.43746 2.78730 -1.62128
H -0.66234 -2.23895 -5.39190
H 0.48328 -3.67918 0.04046
H 2.45522 -2.42703 1.13083
H 0.26166 -5.28680 0.73754
H 2.33701 -1.97208 4.86810
H -1.19302 -6.98303 -2.02264
H -0.51319 -1.92949 -7.13173
H -0.65414 -4.15310 -3.33481
H -0.91547 1.61720 4.23136
H 1.66658 2.18985 1.91030
H 3.72292 -1.31684 -7.27526
H 0.14340 -7.79289 -1.19406
H 3.40928 -1.79554 -4.23548
H 0.09263 -3.44743 -6.44462
H 2.85351 2.48520 4.05486
H -4.72155 -2.23357 -3.86645
H -1.04390 -4.53287 -0.19271
H 3.90399 -0.44708 1.16903
H 4.35765 -1.39297 -1.62387
H -4.36195 -0.06007 1.61587
H -2.40098 -2.20124 -2.95409
H 0.88074 -4.63731 -4.06400
H 2.74855 -3.37722 -4.66681
H 6.00391 0.81426 -1.34494
H 2.80273 -6.20255 -0.57093
H 1.99388 4.12046 5.71875
H 0.56423 0.73303 4.09558
H 4.98985 -1.05544 2.44572
H -0.03130 5.44757 5.19309
H 4.13743 0.49495 2.65557
H 2.97724 -6.30189 -2.33315
H 0.88383 0.44104 -4.69134
H 3.37205 -0.53292 4.87999
H 0.26892 5.15917 -2.00899
H 0.21676 -7.53284 -2.94467
H 3.56779 -3.19062 2.28475
H 2.35036 0.79352 -5.60910
*
```

Löwdin population analysis, charges in e, atoms 1 to 2: 1.14 0.73

***

C6H9NO | ωB97M-V/def2-TZVPD

Electronic energy = -9902.462 eV

The geometry in ORCA input format:
```
! RIJCOSX wB97M-V def2-TZVPD def2/J DEFGRID3
* xyz 0 1
O 2.58841 -1.12349 -0.74692
N 1.63483 1.03542 -0.67237
C -1.41433 0.59793 -0.99142
C 1.78551 -0.24266 -0.56718
C 0.21445 -2.23479 0.30254
C -0.59590 1.01666 1.38520
C -0.56656 0.17788 0.15694
C 0.23879 -0.93721 0.07614
H -2.45908 0.62062 -0.65730
H -0.66527 -2.73247 0.69372
H -1.55479 0.82570 1.88700
H 2.50270 1.44075 -1.03053
H 1.09991 -2.82380 0.09552
H -0.55505 2.07740 1.13657
H -1.14530 1.61110 -1.29569
H -1.31957 -0.07474 -1.84008
H 0.21123 0.76570 2.06785
*
```

Löwdin population analysis, charges in e, atoms 1 to 2: 0.06 0.10

***

C3H7NOS | ωB97M-V/def2-TZVPD

SMILES string = CCN(S)C=O
Electronic energy = -17595.683 eV

The geometry in ORCA input format:
```
! RIJCOSX wB97M-V def2-TZVPD def2/J DEFGRID3
* xyz 0 1
S 0.42639 0.37317 2.00698
O 2.29445 -0.35466 -1.18557
N 0.76761 0.18624 0.40481
C -1.60779 -0.54432 -0.30162
C -0.47465 0.35539 -0.69685
C 1.90570 -0.28886 -0.04985
H -2.29878 -0.37682 -1.21364
H 0.29988 1.66383 1.92593
H -1.96670 -0.37003 0.80276
H -0.74139 1.45005 -0.79448
H -1.15772 -1.59878 -0.24667
H -0.01986 0.10193 -1.60196
H 2.57284 -0.59715 0.95016
*
```

Löwdin population analysis, charges in e, atoms 1 to 2: 0.83 0.03

***

C4H10NO2 | ωB97M-V/def2-TZVPD

Electronic energy = -9888.107 eV

The geometry in ORCA input format:
```
! RIJCOSX wB97M-V def2-TZVPD def2/J DEFGRID3
* xyz 1 1
O -3.13058 0.06053 0.04754
O -0.89586 1.29323 0.02906
N -0.63080 -0.66314 1.12378
C 2.28967 -0.56433 0.37664
C -0.16606 0.28114 0.31077
C 1.39494 0.77810 -1.42669
C 1.22611 0.24352 -0.22393
H 3.25410 -0.36091 -0.07393
H -0.13361 -1.49743 1.40026
H 2.39155 -0.19359 1.46300
H 0.83652 1.33042 -2.03793
H 2.35438 0.51156 -1.86283
H -1.79851 1.05917 -0.00790
H 1.95931 -1.66173 0.17253
H -3.98646 0.39249 0.34414
H -3.35391 -0.29781 -0.84140
H -1.61079 -0.71121 1.20690
*
```

Löwdin population analysis, charges in e, atoms 1 to 2: -0.02 0.20

***

C5H8O3 | ωB97M-V/def2-TZVPD

SMILES string = OC/C=C1\COCO1
Electronic energy = -11452.810 eV

The geometry in ORCA input format:
```
! RIJCOSX wB97M-V def2-TZVPD def2/J DEFGRID3
* xyz 0 1
O -1.21023 -1.12095 -0.10724
O 3.32911 0.16364 -0.32937
O -2.23819 0.97466 -0.16982
C 2.25364 0.09995 0.52797
C -2.43894 -0.49364 0.10404
C -0.79452 1.10562 0.04545
C 0.99269 -0.71067 -0.04908
C -0.17080 -0.15543 -0.19942
H 2.05956 1.13524 0.95340
H -2.49474 -0.58874 1.35785
H -0.48056 1.89391 -0.61608
H -0.35043 1.50936 1.05270
H 2.25062 -0.60468 1.52734
H 3.11202 0.21134 -1.39584
H -3.12604 -0.96752 -0.57790
H 0.93163 -1.80269 -0.02377
*
```

Löwdin population analysis, charges in e, atoms 1 to 2: -0.07 -0.13

***

C5H13BN2 | ωB97M-V/def2-TZVPD

SMILES string = CC(C)NBN1CC1
Electronic energy = -9051.678 eV

The geometry in ORCA input format:
```
! RIJCOSX wB97M-V def2-TZVPD def2/J DEFGRID3
* xyz 0 1
N -0.06764 -0.01498 -1.79224
N 0.14384 -1.40012 0.21742
C 1.11155 -0.60196 2.39123
C 0.41920 1.32227 -1.85886
C 0.29910 -0.26786 1.17241
C -0.39842 0.68135 -2.97176
C -0.93768 0.52113 1.58964
B -0.29262 -1.20656 -1.09810
H -0.86538 -2.09316 -1.70559
H -0.21564 -2.29800 0.70862
H 1.87069 -1.22012 2.03891
H 0.55766 -1.18868 3.23339
H -0.02830 0.09664 -3.87111
H -1.47467 0.82055 -2.98435
H 1.44232 1.59670 -2.19865
H -0.68278 1.25520 2.40849
H -0.18343 2.22347 -1.40300
H 1.42118 0.38264 2.69558
H -1.64973 -0.10803 1.97621
H 0.95094 0.44385 0.60958
H -1.42018 1.05567 0.84217
*
```

Löwdin population analysis, charges in e, atoms 1 to 2: -0.06 0.08

***

Taking the records one at a time from the top gives HOMO energy values of -3.2; -9.1; -9.4; -14.4; -8.8; -8.6 eV.
Taking the records one at a time from the top gives energy relative to the best compared isomer or geometry (same formula, charge and spin) values of 51.61; 72.47; 51.80; 34.15; 108.60; 6.02 kcal per mole.